[1]
Density functional theory data (ωB97M-V with the def2-TZVPD basis set) for a structure of composition C29H40ClN10ORuS2.

Geometry as ORCA input:
```
! RIJCOSX wB97M-V def2-TZVPD def2/J DEFGRID3
* xyz 2 6
Ru 0.41700 -0.71650 -2.59302
C 4.53631 2.65822 -4.17559
S 4.43194 1.87436 -2.54274
C 2.81909 1.17097 -2.64566
S 2.68284 -0.58634 -2.78857
N 1.78281 1.92910 -2.63953
N 0.60897 1.25269 -2.66121
C -0.54184 1.96889 -2.81956
C -1.74256 1.24564 -2.84899
C -3.02281 1.82738 -2.96753
C -4.13048 1.02149 -2.98695
C -3.98190 -0.37199 -2.89198
C -2.71367 -0.89049 -2.78875
N -1.61347 -0.12177 -2.76376
H 5.51928 3.12380 -4.22064
H 3.76698 3.41689 -4.28757
H 4.46191 1.90837 -4.95857
H -0.47805 3.04177 -2.94001
H -3.10700 2.90259 -3.04862
H -5.11664 1.45583 -3.08101
H -4.83598 -1.03234 -2.91103
H -2.54954 -1.95889 -2.72274
C -0.95834 1.13644 5.95166
C 0.37170 1.17218 5.19045
C 1.24040 2.28727 5.79211
C 1.11843 -0.16032 5.39068
C 0.11790 1.43292 3.66578
O 1.35039 1.55958 2.96415
C -0.69140 2.71303 3.42396
C -0.66007 3.14978 1.94872
C 0.66826 3.64909 1.50195
C 1.36868 3.03358 0.42698
C 2.56704 3.51268 0.00299
C 3.11524 4.64196 0.66135
Cl 4.59514 5.23975 0.15839
C 2.43902 5.28243 1.73392
C 1.23915 4.79146 2.13509
C -0.63622 0.21528 3.03640
N -0.03916 -0.28723 1.80992
C -0.44945 -0.13410 0.55336
N 0.42351 -0.69770 -0.26425
C 1.36485 -1.21458 0.57680
N 1.11131 -0.99046 1.83967
H -0.77956 0.80304 6.97418
H -1.67123 0.43682 5.50888
H -1.43074 2.11846 6.00753
H 1.35937 2.10017 6.85895
H 0.80326 3.28113 5.69200
H 2.25585 2.30672 5.38211
H 1.67499 -0.13149 6.32737
H 1.82545 -0.35985 4.58542
H 0.43660 -1.00834 5.46275
H 1.97360 2.03705 3.52453
H -0.29805 3.51964 4.04298
H -1.72737 2.57264 3.73465
H -1.38684 3.96142 1.82458
H -0.98492 2.34359 1.28916
H 0.94760 2.15818 -0.05246
H 3.10224 3.04598 -0.81582
H 2.88049 6.15027 2.20368
H 0.70477 5.28254 2.93808
H -1.66757 0.47244 2.79464
H -0.65524 -0.61591 3.73059
H -1.35250 0.38168 0.26501
H 2.23565 -1.75075 0.23746
C -2.06932 -6.30243 -1.36065
C -1.83950 -6.56700 -2.84484
C -2.86305 -5.84818 -3.71802
C -0.40580 -6.24715 -3.27614
N -0.16151 -4.80281 -3.42686
C -0.14875 -4.05750 -4.54106
N 0.07289 -2.81139 -4.20103
N 0.17654 -2.83619 -2.86507
N 0.03787 -4.01240 -2.37846
H -3.11366 -6.47969 -1.10420
H -1.83158 -5.27027 -1.09561
H -1.45669 -6.95823 -0.74115
H -1.93569 -7.64155 -3.02392
H -2.87041 -4.77230 -3.51692
H -3.86410 -6.22087 -3.50622
H -2.67596 -5.99836 -4.78379
H -0.18557 -6.68100 -4.25046
H 0.32752 -6.61230 -2.55974
H -0.28865 -4.43853 -5.53824
*
```

energy	-3102.65813	a.u.
highest occupied orbital energy (spin up / spin down)	-12.01 / -12.01	eV
frontier orbital gap (spin up / spin down)	5.54 / 2.84	eV
energy relative to the best compared isomer or geometry (same formula, charge and spin)	31.0	kcal/mol

These are the Mulliken partial charges, in e, on atoms 1 to 5:
1 Ru 0.3751
2 C -0.8058
3 S -0.0153
4 C 0.5138
5 S -0.0713

[2]
Density functional theory data (ωB97M-V with the def2-TZVPD basis set) for a structure of composition C29H40EuF3N6O5S6.

Geometry as ORCA input:
```
! RIJCOSX wB97M-V def2-TZVPD def2/J DEFGRID3
* xyz -1 8
Eu -0.50565 1.26045 -0.04886
C 1.80905 -2.81065 -1.48436
C 3.03865 -2.21035 -0.83646
S 2.96305 -0.38695 -0.65326
C 3.58105 0.19165 -2.27406
C 2.68995 -0.11615 -3.46296
S 0.96205 0.39535 -3.08836
C 0.08335 -0.70545 -4.27176
C -1.42155 -0.59215 -4.09586
S -2.05695 -0.56595 -2.37316
C -2.18885 -2.34165 -1.94426
C -0.88545 -3.09725 -1.78736
S 0.27525 -2.36205 -0.56266
H 1.87785 -3.90125 -1.48436
H 1.70165 -2.45515 -2.50516
H 3.93465 -2.46715 -1.40366
H 3.13735 -2.58425 0.18244
H 4.58265 -0.21105 -2.43206
H 3.64705 1.27005 -2.13486
H 2.71165 -1.17615 -3.71676
H 3.03245 0.45395 -4.32866
H 0.42375 -1.73215 -4.12706
H 0.35635 -0.39325 -5.28156
H -1.93115 -1.39815 -4.62316
H -1.76495 0.36135 -4.49116
H -2.80505 -2.82725 -2.70146
H -2.72635 -2.31365 -0.99836
H -0.35705 -3.12965 -2.73816
H -1.09385 -4.11835 -1.45906
C 2.72465 -3.42195 5.70084
C 2.32185 -2.21925 4.90234
C 1.05495 -2.13735 4.33814
C 0.66745 -1.00785 3.64054
C 1.52805 0.06475 3.50884
C 2.79975 -0.00995 4.04444
C 3.19325 -1.14805 4.72914
S 0.95605 1.58125 2.71644
O -0.49985 1.41695 2.57474
O 1.37265 2.68475 3.54264
N 1.54145 1.51865 1.23974
C 1.94695 2.62875 0.55704
C 2.65055 3.71715 1.10404
C 2.93755 4.79515 0.29654
C 2.56375 4.76655 -1.04486
C 1.92695 3.63745 -1.52066
N 1.61155 2.59825 -0.75026
H 2.21165 -4.31595 5.35304
H 2.46385 -3.27765 6.74984
H 3.79815 -3.58015 5.64384
H 0.36455 -2.96085 4.44844
H -0.30805 -0.93495 3.19234
H 3.46725 0.83075 3.92614
H 4.18945 -1.20675 5.14204
H 2.91175 3.70435 2.14924
H 3.44625 5.65665 0.70804
H 2.74835 5.60535 -1.69866
H 1.61785 3.55485 -2.55676
N -2.01645 5.23515 -0.91266
C -1.91825 4.02115 -0.33556
O -0.89245 3.69485 0.26724
C -3.14685 3.14095 -0.42836
C -2.94965 1.76825 0.25074
H -1.18405 5.80135 -0.97556
H -2.77955 5.45715 -1.53216
H -3.36745 2.98905 -1.48656
H -3.98565 3.70955 -0.00066
H -3.74185 1.11055 -0.13116
H -3.17875 1.92145 1.31614
F -2.26815 3.10775 -5.44456
C -2.33715 3.20075 -4.10736
F -3.30395 2.33845 -3.73116
F -2.81635 4.43355 -3.82436
C -0.92385 2.94235 -3.39246
O 0.02875 3.41435 -3.97666
O -1.02015 2.29145 -2.33416
C -3.24635 -5.11255 0.82214
C -2.08815 -4.55165 1.65104
C -2.23195 -3.09505 1.89594
N -1.85115 -2.17415 1.09514
N -2.05185 -0.92285 1.50794
C -2.62585 -0.85675 2.67674
N -2.96865 0.26555 3.31674
S -2.95695 -2.45305 3.36774
H -3.13015 -6.18785 0.71774
H -3.26365 -4.65575 -0.16346
H -4.19965 -4.91965 1.30784
H -1.14165 -4.70475 1.12784
H -2.04965 -5.06545 2.61294
H -2.43015 1.08535 3.04824
H -3.24155 0.19255 4.28414
*
```

energy	-5233.00255	a.u.
highest occupied orbital energy (spin up / spin down)	-2.21 / -2.94	eV
frontier orbital gap (spin up / spin down)	4.24 / 4.97	eV
energy relative to the best compared isomer or geometry (same formula, charge and spin)	32.7	kcal/mol

These are the Mulliken partial charges, in e, on atoms 1 to 5:
1 Eu 0.5634
2 C -0.2515
3 C -1.1944
4 S 0.3248
5 C -1.0300

[3]
Density functional theory data (ωB97M-V with the def2-TZVPD basis set) for a structure of composition C29H40MoP.

Geometry as ORCA input:
```
! RIJCOSX wB97M-V def2-TZVPD def2/J DEFGRID3
* xyz 1 3
C 1.48650 -2.21852 0.12892
C 1.98883 -1.51669 -1.02660
C 1.03944 -1.68725 -2.10066
C -0.04180 -2.50491 -1.60987
C 0.21676 -2.81259 -0.22534
Mo 0.03838 -0.62890 -0.42701
C -1.82424 1.36526 -2.09542
C -1.80078 0.76432 -0.68860
H -1.73321 1.51058 0.12256
C -2.21801 -0.54553 -0.32827
H -2.77329 -1.17196 -1.03730
H -2.46068 -0.75179 0.72200
C -2.73539 2.61036 -2.13736
H -2.33220 3.41334 -1.51298
H -2.81505 2.98434 -3.16314
H -3.73885 2.35577 -1.78240
C -2.38662 0.36688 -3.11486
H -1.76391 -0.53623 -3.20439
H -3.39730 0.05967 -2.81014
H -2.46660 0.81381 -4.11521
C 3.35007 -0.92472 -1.14872
H 3.59115 -0.27301 -0.30164
H 4.12368 -1.70626 -1.18230
H 3.44459 -0.32813 -2.06021
C 1.25039 -1.24623 -3.50829
H 1.78566 -0.29287 -3.53679
H 1.83385 -1.97560 -4.08965
H 0.29813 -1.10185 -4.02786
C -1.14544 -3.08667 -2.42752
H -1.24010 -2.56994 -3.38769
H -0.96896 -4.14951 -2.65116
H -2.10309 -3.02441 -1.89742
C -0.64072 -3.70220 0.62079
H -1.68050 -3.68506 0.26860
H -0.29544 -4.74363 0.57187
H -0.63503 -3.41105 1.67749
C 2.27902 -2.43416 1.37675
H 1.64705 -2.65292 2.24315
H 2.96038 -3.28850 1.25123
H 2.90341 -1.56246 1.61439
C 0.63029 1.86268 -1.52323
C -0.39577 1.81782 -2.47639
C 1.95478 2.10326 -1.92900
C -0.13048 2.21146 -3.78772
H 0.40743 1.74507 -0.44223
C 2.21796 2.47955 -3.24222
H 2.75822 2.01692 -1.19386
C 1.16918 2.55091 -4.17174
H -0.94197 2.24358 -4.52050
H 3.23805 2.72255 -3.55286
H 1.36129 2.84505 -5.20506
C 1.71895 1.01798 2.20660
P -0.13023 0.93001 2.23259
C -0.46276 -0.82480 2.68756
C -0.53209 1.53192 3.93638
C -1.80897 1.23739 4.47826
C -2.03042 1.35197 5.85364
C -1.00768 1.81568 6.68960
C 0.22746 2.17642 6.14868
C 0.45561 2.07289 4.77276
H 2.12473 0.61322 1.26308
H 2.14541 0.47099 3.05918
H 2.02061 2.07602 2.27002
H 0.05569 -1.06639 3.62539
H -1.54837 -0.92038 2.86130
H -0.18500 -1.54860 1.90657
H -2.61950 0.87919 3.84258
H -3.00207 1.06523 6.27865
H -1.17962 1.89644 7.76197
H 1.03225 2.53638 6.79947
H 1.41685 2.37875 4.37160
*
```

energy	-1538.31519	a.u.
highest occupied orbital energy (spin up / spin down)	-11.00 / -10.56	eV
frontier orbital gap (spin up / spin down)	8.15 / 7.17	eV

These are the Mulliken partial charges, in e, on atoms 1 to 5:
1 C 1.4570
2 C 0.7420
3 C 0.1271
4 C 0.9573
5 C 0.6608

[4]
Density functional theory data (ωB97M-V with the def2-TZVPD basis set) for a structure of composition C29H41AuNO2Se.

Geometry as ORCA input:
```
! RIJCOSX wB97M-V def2-TZVPD def2/J DEFGRID3
* xyz -1 1
Au 0.24748 -1.96633 2.74564
C -3.47692 3.93207 0.39414
C -3.21422 2.82407 -0.64946
C -2.04442 3.24727 -1.55856
C -4.47722 2.71187 -1.53866
C -2.85912 1.50697 0.08474
C -1.72252 1.45757 0.91054
C -1.37062 0.30547 1.61504
Se 0.22608 0.41707 2.74564
C 1.59638 0.14127 1.36444
C 1.76408 1.15787 0.41994
C 2.74398 1.07677 -0.58926
C 3.55248 -0.07413 -0.63136
C 3.43518 -1.12643 0.30514
C 2.44798 -0.99713 1.32154
O 2.34088 -1.96013 2.25824
C 4.36298 -2.37773 0.22844
C 5.36198 -2.32603 -0.95776
C 5.21148 -2.49703 1.51594
C 3.51128 -3.65393 0.03424
C 2.97308 2.19727 -1.63226
C 2.74868 1.63877 -3.05506
C 2.02028 3.39867 -1.44826
C 4.41788 2.73177 -1.50646
C -2.19682 -0.84463 1.52594
O -1.91032 -1.93863 2.25824
C -3.34292 -0.84973 0.68214
C -3.64262 0.33927 -0.02716
C -4.24282 -2.11713 0.54824
C -4.85482 -2.48853 1.91914
C -5.43122 -1.92483 -0.43076
C -3.40822 -3.29963 0.00234
H -3.72942 4.89257 -0.10536
H -2.58742 4.11287 1.03294
H -4.32542 3.64787 1.05354
H -2.28382 4.18847 -2.09966
H -1.82472 2.45617 -2.30776
H -1.13392 3.43907 -0.96126
H -4.69062 3.67957 -2.04276
H -5.37132 2.45247 -0.93116
H -4.33652 1.94637 -2.33236
H -1.10052 2.33277 1.02434
H 1.12338 2.01907 0.50024
H 4.29148 -0.12443 -1.40966
H 6.04418 -1.45293 -0.86886
H 4.82508 -2.27763 -1.93026
H 5.99828 -3.23783 -0.97936
H 5.83718 -1.58813 1.64874
H 5.88698 -3.37833 1.45884
H 4.59878 -2.62753 2.42714
H 2.91508 -3.57933 -0.90106
H 2.81178 -3.83443 0.87214
H 4.16168 -4.55253 -0.03926
H 1.70948 1.25877 -3.16056
H 3.44688 0.80937 -3.28946
H 2.90958 2.43157 -3.81766
H 0.97088 3.07297 -1.57466
H 2.22018 4.18347 -2.21006
H 2.14888 3.86327 -0.44656
H 5.17148 1.93887 -1.69096
H 4.59008 3.14327 -0.48816
H 4.60398 3.54107 -2.24556
H -4.50542 0.36657 -0.66066
H -5.46932 -1.64683 2.30544
H -4.09222 -2.73423 2.68104
H -5.50962 -3.38223 1.82564
H -6.10922 -1.11513 -0.08396
H -6.03972 -2.85293 -0.50146
H -5.07002 -1.69093 -1.45596
H -2.57172 -3.57923 0.67014
H -2.98282 -3.04313 -0.99206
H -4.04112 -4.20623 -0.11406
N 0.24748 -1.96633 5.82664
C 0.24748 -1.96633 4.71334
H 0.24748 -3.58193 2.74564
*
```

energy	-3871.95338	a.u.
highest occupied orbital energy	-4.67	eV
frontier orbital gap	7.02	eV

These are the Mulliken partial charges, in e, on atoms 1 to 5:
1 Au 0.9577
2 C -1.6471
3 C 2.0819
4 C -1.4550
5 C -2.1070

[5]
Density functional theory data (ωB97M-V with the def2-TZVPD basis set) for a structure of composition C29H41Br2F4N4O5P3.

Geometry as ORCA input:
```
! RIJCOSX wB97M-V def2-TZVPD def2/J DEFGRID3
* xyz 0 1
C 4.51220 1.73407 3.28916
C 4.06019 0.40032 2.55849
P 2.96454 0.62809 1.06906
C 2.92561 2.45115 0.68114
C 4.27990 3.00395 0.12553
C 1.15992 -0.00827 1.35518
P 0.92726 0.64510 3.11460
O -0.47943 0.77710 3.59899
C 1.16696 -1.59924 1.63314
P 2.66938 -2.60352 1.05805
N 3.16088 -2.37713 -0.42259
C 0.30370 -2.13029 2.82534
Br -1.64874 -2.21964 2.71229
C 0.76144 -2.60163 3.98829
C -0.16002 -3.13373 5.10539
Br 2.63663 -2.67363 4.42288
C 0.15319 -1.95910 0.44258
O 0.10510 -2.94673 -0.14163
O -0.64722 -0.87613 0.18318
C 0.09610 0.37741 0.28191
C -1.07068 1.35456 0.67438
C -0.64286 2.74453 1.23269
C -1.64943 3.24413 2.32618
C -2.56969 4.35750 1.80497
O -2.93666 4.47401 0.69387
O -3.02122 5.26794 2.75507
C 0.44101 0.69599 -1.19708
F 0.26696 2.01494 -1.54183
F 1.72498 0.43159 -1.60114
C -0.40926 -0.05304 -2.28865
F -1.73720 0.12182 -2.18832
F -0.00835 -1.36550 -2.48477
H 3.67217 2.40312 3.52722
H 5.29750 2.22631 2.68618
H 5.03328 1.40447 4.21175
H 5.00767 -0.04614 2.19138
H 3.70016 -0.26787 3.35626
H 2.69403 3.03228 1.60324
H 2.08930 2.66402 -0.01275
H 4.06474 3.77495 -0.64011
H 4.87555 2.18137 -0.30741
H 4.82364 3.54079 0.92431
H 1.49306 1.95698 3.08390
H 1.68261 -0.09076 4.04825
H 2.28131 -3.96464 1.23602
H 3.76531 -2.30781 1.91759
H 2.58330 -1.65231 -0.84687
H -0.56482 -4.08960 4.71924
H -0.96470 -2.42536 5.35327
H 0.40718 -3.33745 6.02909
H -1.67785 0.79200 1.40911
H -1.75315 1.55035 -0.17156
H 0.39794 2.81560 1.58051
H -0.74920 3.46530 0.39506
H -1.09262 3.59861 3.21370
H -2.30839 2.40703 2.63539
H -3.09114 4.73629 3.56877
H -0.11892 0.47286 -3.22371
N 2.44598 -0.94096 -4.58577
C 3.59451 -1.63256 -4.85734
C 4.20822 -1.03352 -5.92616
C 3.40292 0.06855 -6.31258
C 2.32680 0.10232 -5.46575
H 1.78696 -1.14988 -3.85284
H 3.87372 -2.49065 -4.26828
H 5.13368 -1.35006 -6.37954
H 3.59252 0.75902 -7.11872
H 1.48718 0.77667 -5.41366
N -2.39728 -4.18672 -4.30460
C -2.35776 -3.28562 -3.27501
C -3.56309 -3.33563 -2.62536
C -4.35951 -4.30916 -3.28542
C -3.61209 -4.81804 -4.31483
H -1.64945 -4.35873 -4.95250
H -1.48028 -2.68944 -3.09621
H -3.84254 -2.74064 -1.77026
H -5.36584 -4.60262 -3.03279
H -3.83840 -5.57094 -5.05176
N -6.29567 1.86114 1.00075
C -5.09634 2.21024 0.43982
C -4.86901 1.37247 -0.62107
C -5.97629 0.48717 -0.70716
C -6.84021 0.81501 0.30425
H -6.71242 2.30465 1.79941
H -4.51062 3.01886 0.84234
H -4.00466 1.39254 -1.26592
H -6.12174 -0.29973 -1.42990
H -7.79132 0.39602 0.58880
*
```

energy	-8296.25011	a.u.
highest occupied orbital energy	-7.91	eV
frontier orbital gap	7.76	eV

These are the Mulliken partial charges, in e, on atoms 1 to 5:
1 C -1.3007
2 C -0.3285
3 P -0.0278
4 C 0.0622
5 C -1.3966